Record 1
{"formula": "C2H4N2O", "method": "ωB97M-V/def2-TZVPD", "e_homo_ev": -10.5, "gap_ev": 11.308, "species": ["C", "C", "N", "N", "O", "H", "H", "H", "H"], "xyz": [[0.262, -0.083, -1.379], [-0.371, -0.322, -0.066], [1.049, 0.092, -2.190], [-0.584, 1.100, 0.520], [0.609, -1.018, 0.663], [-1.253, -1.025, -0.003], [0.204, 1.218, 1.134], [-1.367, 1.086, 1.225], [1.452, -1.047, 0.097]]}



Record 2
{"formula": "C35H52AsIrP3S", "method": "ωB97M-V/def2-TZVPD", "charge": 3, "s2": 6.04, "e_homo_ev": [-13.9, -16.0], "gap_ev": [6.762, 4.720], "multiplicity": 5, "species": ["Ir", "P", "P", "P", "H", "C", "C", "H", "C", "C", "C", "C", "C", "C", "C", "C", "C", "H", "H", "H", "H", "H", "H", "H", "H", "H", "H", "H", "H", "H", "H", "H", "H", "H", "H", "H", "H", "H", "H", "H", "H", "H", "H", "H", "H", "H", "C", "C", "C", "C", "C", "C", "S", "H", "H", "H", "H", "H", "H", "C", "C", "C", "C", "C", "C", "As", "C", "C", "C", "C", "C", "C", "C", "C", "C", "C", "C", "C", "H", "H", "H", "H", "H", "H", "H", "H", "H", "H", "H", "H", "H", "H", "H"], "xyz": [[-0.553, 1.254, -0.691], [1.542, 2.131, -0.352], [-1.366, 2.311, 1.302], [0.403, -0.301, -2.251], [-3.257, 2.191, -0.601], [-2.915, 1.308, -1.147], [-2.536, 0.114, -0.528], [-2.721, 0.019, 0.550], [1.864, 3.710, -1.197], [2.040, 2.462, 1.391], [3.032, 1.125, -0.731], [-3.113, 2.271, 1.879], [-0.745, 1.922, 2.975], [-1.140, 4.119, 1.033], [-0.846, -1.414, -3.002], [1.549, -1.633, -1.710], [1.294, 0.453, -3.665], [-3.108, 1.226, -2.226], [-2.512, -0.783, -1.125], [2.898, 4.048, -0.995], [1.173, 4.490, -0.845], [1.750, 3.581, -2.283], [3.102, 2.748, 1.440], [1.931, 1.538, 1.980], [1.460, 3.273, 1.848], [3.932, 1.661, -0.400], [3.132, 0.913, -1.798], [2.993, 0.190, -0.154], [-3.242, 3.102, 2.581], [-3.285, 1.354, 2.445], [-3.862, 2.359, 1.093], [-1.250, 2.560, 3.716], [0.324, 2.070, 3.127], [-0.961, 0.873, 3.209], [-1.906, 4.661, 1.598], [-1.299, 4.360, -0.025], [-0.151, 4.468, 1.341], [-0.424, -1.811, -3.945], [-1.788, -0.872, -3.206], [-1.015, -2.267, -2.320], [1.562, -2.416, -2.488], [1.162, -2.064, -0.775], [2.570, -1.269, -1.569], [0.756, 0.265, -4.613], [2.277, -0.005, -3.694], [1.361, 1.533, -3.572], [-2.652, 2.376, -5.111], [-2.194, 3.246, -6.146], [-2.907, 3.225, -7.326], [-4.075, 2.449, -7.467], [-4.598, 1.738, -6.373], [-3.913, 1.699, -5.162], [-1.475, 1.948, -4.017], [-1.037, 2.595, -1.318], [-1.216, 3.702, -6.049], [-2.516, 3.817, -8.134], [-4.559, 2.375, -8.434], [-5.529, 1.184, -6.440], [-4.241, 1.087, -4.319], [5.458, -3.458, 2.581], [5.057, -3.038, 1.308], [3.801, -2.451, 1.114], [2.916, -2.297, 2.203], [3.295, -2.744, 3.481], [4.578, -3.299, 3.651], [1.180, -1.432, 1.834], [0.178, -3.079, 1.325], [-0.925, -2.919, 0.471], [-1.657, -4.060, 0.100], [-1.282, -5.321, 0.592], [-0.156, -5.460, 1.426], [0.606, -4.333, 1.781], [0.483, -1.268, 3.663], [-0.812, -1.719, 3.969], [-1.334, -1.490, 5.249], [-0.572, -0.803, 6.201], [0.716, -0.341, 5.895], [1.241, -0.557, 4.614], [6.448, -3.897, 2.730], [5.723, -3.158, 0.458], [3.491, -2.131, 0.114], [2.596, -2.667, 4.324], [4.881, -3.607, 4.655], [-1.207, -1.932, 0.092], [-2.524, -3.951, -0.565], [-1.872, -6.212, 0.317], [0.138, -6.439, 1.799], [1.505, -4.440, 2.397], [-1.384, -2.281, 3.229], [-2.333, -1.864, 5.493], [-0.985, -0.622, 7.194], [1.320, 0.184, 6.640], [2.236, -0.183, 4.358]]}



Record 3
{"formula": "C23H22Br4InN5O4S2", "method": "ωB97M-V/def2-TZVPD", "charge": -2, "e_homo_ev": -1.8, "gap_ev": 5.980, "species": ["In", "N", "C", "S", "N", "N", "C", "C", "C", "C", "C", "C", "N", "H", "H", "H", "H", "H", "H", "H", "Br", "C", "C", "Br", "C", "Br", "C", "O", "C", "O", "C", "Br", "O", "S", "N", "C", "C", "C", "C", "C", "C", "H", "H", "H", "H", "H", "C", "C", "O", "C", "C", "H", "H", "H", "H", "H", "H", "H", "H", "H", "H"], "xyz": [[0.445, -0.301, 0.322], [0.336, 4.522, -0.140], [0.134, 3.364, -0.827], [-1.419, 2.929, -1.355], [1.274, 2.727, -1.126], [1.189, 1.437, -1.353], [2.111, 0.936, -2.115], [2.066, -0.466, -2.469], [2.932, -0.992, -3.433], [2.781, -2.306, -3.824], [1.774, -3.076, -3.254], [0.978, -2.494, -2.280], [1.126, -1.228, -1.890], [-0.503, 4.920, 0.246], [1.143, 4.515, 0.465], [2.847, 1.591, -2.570], [3.704, -0.359, -3.854], [3.444, -2.732, -4.570], [1.616, -4.108, -3.537], [0.206, -3.052, -1.763], [-1.708, 4.927, 4.919], [-1.626, 3.354, 3.858], [-2.704, 2.492, 3.791], [-4.299, 2.846, 4.758], [-2.602, 1.328, 2.997], [-3.974, 0.014, 2.973], [-1.473, 1.041, 2.241], [-1.315, -0.053, 1.555], [-0.354, 1.956, 2.275], [0.677, 1.643, 1.573], [-0.458, 3.065, 3.122], [1.121, 4.110, 3.332], [-1.008, -4.795, 0.402], [-0.782, -3.511, 1.086], [-0.390, -2.323, 0.338], [4.971, -1.379, 2.232], [4.614, -1.905, 0.997], [3.367, -1.615, 0.448], [2.445, -0.785, 1.099], [2.829, -0.273, 2.345], [4.068, -0.566, 2.908], [5.942, -1.598, 2.663], [5.305, -2.548, 0.460], [3.116, -2.071, -0.505], [2.154, 0.391, 2.872], [4.332, -0.151, 3.875], [-4.036, 0.406, -0.569], [-3.242, -0.831, -0.934], [-2.113, -0.585, -1.772], [-2.473, -0.176, -3.071], [-1.236, -0.113, -3.935], [-4.805, 0.134, 0.158], [-4.526, 0.858, -1.437], [-3.384, 1.156, -0.121], [-3.889, -1.565, -1.438], [-2.847, -1.286, -0.029], [-2.938, 0.815, -3.045], [-3.208, -0.885, -3.485], [-0.526, 0.588, -3.495], [-1.501, 0.239, -4.936], [-0.762, -1.094, -4.018]]}



Record 4
{"formula": "CH6N2O2S", "method": "ωB97M-V/def2-TZVPD", "e_homo_ev": [-10.1, -10.1], "gap_ev": [8.574, 8.576], "species": ["C", "N", "N", "O", "O", "S", "H", "H", "H", "H", "H", "H"], "xyz": [[-1.722, -0.597, 0.555], [1.293, -1.026, -1.148], [0.520, 2.223, -0.138], [1.560, -0.047, 1.068], [1.471, 1.868, -0.842], [2.151, -0.178, -0.218], [-1.448, 0.331, 1.004], [-0.875, -0.964, -0.018], [-2.723, -0.362, 0.139], [1.544, -1.243, -2.084], [0.077, 1.259, 0.274], [-1.848, -1.265, 1.409]]}



Record 5
{"formula": "AgH10O5", "method": "ωB97M-V/def2-TZVPD", "charge": 1, "e_homo_ev": -13.8, "gap_ev": 10.151, "species": ["Ag", "O", "H", "H", "O", "H", "H", "O", "H", "H", "O", "H", "H", "O", "H", "H"], "xyz": [[-0.687, 0.100, 0.145], [-1.359, -2.082, -0.429], [-1.896, -2.851, -0.207], [-1.104, -2.251, -1.363], [0.684, 1.850, 0.942], [1.108, 2.229, 1.699], [0.918, 2.478, 0.246], [-0.724, -0.349, 2.481], [0.233, -0.430, 2.392], [-0.851, 0.061, 3.350], [-0.787, 1.023, -2.181], [0.003, 0.551, -2.507], [-0.923, 1.649, -2.897], [1.476, -0.722, -0.416], [1.702, -0.881, -1.338], [2.206, -0.375, 0.084]]}



For the records above, the corresponding energy above the lowest of the compared OMol25 structures with the same formula, charge and spin values read 126.7 0.0 30.0 363.6 25.5 kJ/mol.